{
  "formula": "C5H20N2O3",
  "method": "the ωB97M-V functional and the def2-TZVPD basis",
  "elements": ["N", "C", "C", "N", "C", "C", "C", "H", "H", "H", "H", "H", "H", "H", "H", "H", "H", "H", "H", "H", "H", "H", "H", "O", "H", "H", "O", "H", "H", "O"],
  "positions_angstrom": [[3.26443, -1.31358, 0.50057], [1.90405, -0.90808, 0.76138], [0.80649, -0.93157, -0.34388], [-0.41873, -0.44571, 0.36386], [-1.31221, 0.86988, -1.55382], [-1.53068, -0.25810, -0.51725], [-2.85788, -0.03423, 0.21136], [3.23352, -2.27266, 0.73757], [3.65652, -1.14239, -0.35751], [1.55786, -1.48761, 1.66358], [1.76538, 0.13659, 1.21379], [0.64858, -1.97870, -0.70194], [0.85949, -0.27148, -1.20568], [-0.13982, 0.56012, 0.51228], [-1.42839, 1.87134, -1.18196], [-0.21871, 0.61803, -1.91488], [-1.63414, 0.80782, -2.54751], [-1.66551, -1.23540, -1.16857], [-3.06376, 0.86124, 0.82740], [-3.53419, -0.14169, -0.52653], [-3.00483, -0.65005, 1.09313], [-0.81469, -1.75038, 3.09282], [-2.03042, -1.45746, 2.01118], [-1.77063, -1.74543, 2.97835], [2.32907, 1.20851, -2.95935], [2.70722, 0.51524, -1.51704], [2.62296, 0.35086, -2.54332], [0.29245, 3.16662, 0.36502], [0.01342, 3.88322, 1.61238], [-0.23685, 3.17505, 1.09457]],
  "homo_lumo_gap_ev": 9.49,
  "e_above_lowest_kcal_mol": 72.6,
  "e_lumo_ev": 0.2,
  "spin_multiplicity": 1,
  "smiles": "CC(C)NCCN.O.O.O",
  "homo_energy_ha": -0.3416,
  "max_force_ev_per_a": 4.11
}

***

{
  "formula": "C5H20N2O5",
  "method": "the ωB97M-V functional and the def2-TZVPD basis",
  "elements": ["N", "C", "C", "C", "C", "C", "N", "O", "H", "H", "H", "H", "H", "H", "H", "H", "H", "H", "H", "H", "H", "H", "O", "H", "H", "O", "H", "H", "O", "H", "H", "O"],
  "positions_angstrom": [[1.54287, 0.74835, -0.02448], [0.25062, 0.18231, -0.15250], [-0.86916, 1.16068, 0.22367], [-2.13854, 0.38390, 0.56466], [-1.16111, 2.21010, -0.89107], [0.05087, -0.41510, -1.59811], [0.15010, -1.76670, -1.60068], [-0.11831, 0.17290, -2.63575], [2.31180, 0.12691, -0.25135], [1.65099, 1.65932, -0.46326], [0.14295, -0.60887, 0.60123], [-0.52942, 1.77432, 1.06212], [-1.87066, -0.64120, 0.83638], [-2.88862, 0.28281, -0.23398], [-2.77426, 0.86693, 1.30072], [-1.77560, 1.78513, -1.69220], [-1.75685, 3.01264, -0.45915], [-0.23688, 2.51076, -1.38375], [0.19855, -2.33777, -0.76613], [0.40828, -2.17187, -2.49403], [-0.91777, -1.21678, -4.02503], [-1.91067, -0.30923, -4.87701], [-1.52179, -1.20704, -4.78861], [-0.03103, -0.86587, 3.71321], [0.83697, 0.01722, 4.53796], [0.66277, -0.89084, 4.36486], [2.85703, 1.60898, 3.16262], [2.17757, 1.55730, 1.80456], [2.00524, 1.40498, 2.73159], [1.11928, -3.39994, 1.46093], [2.38520, -2.51416, 1.20255], [1.74962, -3.12019, 0.77003]],
  "homo_lumo_gap_ev": [10.73, 5.22],
  "e_above_lowest_kcal_mol": 39.1,
  "e_lumo_ev": [-3.4, -8.9],
  "s2": 0.76,
  "spin_multiplicity": 2,
  "charge": 1,
  "homo_energy_ha": [-0.5193, -0.5193],
  "max_force_ev_per_a": 3.35
}

***

{
  "formula": "C5H20N6O5",
  "method": "the ωB97M-V functional and the def2-TZVPD basis",
  "elements": ["C", "O", "H", "H", "H", "H", "C", "O", "H", "H", "H", "H", "C", "O", "N", "N", "H", "H", "H", "H", "C", "O", "N", "N", "H", "H", "H", "H", "C", "O", "N", "N", "H", "H", "H", "H"],
  "positions_angstrom": [[-1.02680, 1.18715, -3.61693], [0.25047, 0.69338, -3.31896], [-0.96134, 2.25773, -3.57379], [-1.16070, 0.88491, -4.67060], [-1.81082, 0.90924, -2.94079], [0.54956, 1.10084, -2.50628], [-0.09011, 2.20874, 0.16997], [0.92989, 1.82716, 1.06832], [0.21748, 3.13992, -0.27085], [-0.18032, 1.48354, -0.62808], [-1.00909, 2.31225, 0.75419], [1.68190, 1.45731, 0.61770], [-1.40405, -2.10151, -0.81081], [-0.99077, -2.85608, -1.68048], [-0.75632, -1.32354, 0.01578], [-2.74972, -1.92600, -0.68172], [0.26129, -1.10646, 0.05223], [-1.33817, -0.78418, 0.68684], [-3.01779, -1.72136, 0.28172], [-3.29742, -2.71678, -1.06570], [-0.84336, 0.87055, 3.91168], [-1.01093, 0.00884, 3.06533], [-1.64052, 1.05592, 4.98506], [0.12838, 1.80047, 3.68503], [-1.14465, 1.41950, 5.74916], [-2.47072, 0.53642, 4.99210], [0.67844, 1.58694, 2.78191], [0.32891, 2.55644, 4.33975], [2.55584, -1.36931, -1.21057], [2.08487, -0.40769, -0.51859], [1.88073, -1.99233, -2.23886], [3.78182, -1.94032, -0.97112], [0.85965, -1.92997, -2.15268], [2.07345, -2.99889, -2.33154], [4.39619, -1.66829, -0.23039], [4.24476, -2.45453, -1.73802]],
  "homo_lumo_gap_ev": 10.30,
  "e_above_lowest_kcal_mol": 11.5,
  "e_lumo_ev": 0.7,
  "spin_multiplicity": 1,
  "smiles": "NC(N)=O.NC(N)=O.NC(N)=O.CO.CO",
  "homo_energy_ha": -0.3514,
  "max_force_ev_per_a": 3.98
}

***

{
  "formula": "C5H20NaO5",
  "method": "the ωB97M-V functional and the def2-TZVPD basis",
  "elements": ["Na", "C", "O", "H", "H", "H", "H", "C", "O", "H", "H", "H", "H", "C", "O", "H", "H", "H", "H", "C", "O", "H", "H", "H", "H", "C", "O", "H", "H", "H", "H"],
  "positions_angstrom": [[-0.18806, -13.48410, 28.77434], [2.63580, -14.81344, 27.63884], [1.44799, -14.23990, 27.06582], [3.25558, -15.28653, 26.87752], [3.22794, -14.06625, 28.17033], [2.32200, -15.58542, 28.33790], [1.69972, -13.65880, 26.34411], [-2.77695, -15.51628, 28.98566], [-1.37494, -15.73618, 29.18072], [-3.17025, -16.11402, 28.15733], [-3.33567, -15.76387, 29.88866], [-2.89653, -14.46619, 28.74003], [-1.25996, -16.65504, 29.43865], [1.54816, -11.11263, 31.18637], [0.92412, -12.27536, 30.59106], [2.22261, -11.40358, 31.99157], [2.12944, -10.62081, 30.41515], [0.79079, -10.44931, 31.59822], [0.89862, -12.96139, 31.26509], [-1.97235, -13.83867, 25.67475], [-1.21536, -12.99913, 26.54027], [-3.04522, -13.75054, 25.85894], [-1.77004, -13.62661, 24.62096], [-1.66297, -14.86226, 25.87297], [-1.50402, -12.09224, 26.40005], [-3.10773, -12.29562, 30.78621], [-2.10621, -12.33842, 29.75940], [-3.43853, -13.31520, 30.95261], [-2.70886, -11.90167, 31.72442], [-3.94845, -11.67862, 30.47049], [-1.68989, -11.47044, 29.75574]],
  "homo_lumo_gap_ev": 11.17,
  "e_above_lowest_kcal_mol": 1.0,
  "e_lumo_ev": -2.7,
  "spin_multiplicity": 1,
  "charge": 1,
  "homo_energy_ha": -0.5110,
  "max_force_ev_per_a": 0.60
}